1.
This record from the Open Molecules 2025 dataset describes C22H26BrN3O4 in the gas phase. The level of theory is ωB97M-V/def2-TZVPD.

frontier orbital gap: 9.0 eV
E_HOMO: -8.4900 eV
SMILES: CCOCCCNC(=O)[C@@]1(O)c2cc(Br)ccc2NC(=O)N1c1ccc(CC)cc1
energy above the lowest of the compared OMol25 structures with the same formula, charge and spin: 1.8 kcal per mole
net charge: 0

Element x y z (Å)
Br -4.1946 -4.2781 3.5343
O 0.6260 -2.8117 0.9236
O -2.0044 -0.6681 -0.1099
O 0.5701 3.5888 2.4092
O -0.0012 -3.5409 -3.3306
N -0.2369 -0.4064 1.2832
N -0.1224 -2.5298 -1.2980
N -1.2435 -4.5230 -1.7275
C -3.2805 -4.3543 1.8705
C 0.1755 3.3652 1.0767
C -0.4695 0.9878 1.5783
C 0.5745 -1.3787 -1.7812
C 0.4185 1.9012 0.7312
C 1.8042 -1.0247 -1.2450
C -1.6153 -3.4913 0.3914
C -2.2884 -3.4299 1.6005
C -3.6133 -5.3402 0.9542
C -0.4953 -2.5224 0.1055
C -0.9932 -1.0828 0.4141
C 0.0095 -0.6065 -2.7851
C -0.4242 -3.5099 -2.1978
C 0.6794 0.5083 -3.2517
C 0.3445 4.9106 2.8448
C 2.6244 2.1033 -3.2173
C 0.7837 5.0276 4.2950
C 1.9133 0.8739 -2.7283
C -1.9386 -4.4772 -0.5411
C 2.4606 0.0974 -1.7155
C 2.2851 3.3109 -2.3413
C -2.9432 -5.3996 -0.2499
H 2.2476 -1.6258 -0.4661
H 2.5892 3.1299 -1.3130
H 0.2106 4.3405 4.9111
H 2.7973 4.1988 -2.7048
H -3.1928 -6.1609 -0.9732
H 0.9116 5.6139 2.2135
H 3.7034 1.9375 -3.1962
H 1.8367 4.7754 4.3832
H 3.4211 0.3644 -1.2985
H -1.5066 -5.2086 -2.4216
H -0.7248 5.1582 2.7465
H -4.3905 -6.0527 1.1827
H 0.7522 4.0155 0.3996
H 2.3316 2.3128 -4.2475
H 0.2080 1.7367 -0.3262
H -2.0317 -2.6676 2.3197
H 0.6199 -0.8357 1.5985
H -0.9482 -0.8848 -3.1947
H 1.2135 3.4980 -2.3545
H -0.8913 3.6106 0.9525
H -1.5209 1.1876 1.3592
H 0.2362 1.1032 -4.0370
H 1.4668 1.6640 0.9194
H -0.2747 1.1704 2.6368
H 0.6271 6.0423 4.6496
H 0.9043 -3.7229 0.7688

Cartesian forces (eV/Å) of the 6 atoms listed first:
Br 0.04 0.00 -0.10
O 0.17 0.10 0.24
O -0.14 0.00 -0.19
O 0.06 -0.13 0.18
O 0.09 0.06 -0.32
N 0.28 0.00 0.34

2.
This record from the Open Molecules 2025 dataset describes 13 unconnected molecules or ions with the total composition C55H114O43P4 in a non-equilibrium geometry. The level of theory is ωB97M-V/def2-TZVPD.

frontier orbital gap: 10.2 eV
E_HOMO: -9.8775 eV
net charge: 0

Element x y z (Å)
P -18.2239 -4.3165 -11.4299
P -28.3237 7.4632 -9.0694
P -19.5817 4.4386 -12.8443
P -19.9602 4.4591 -21.4983
O -29.4469 6.6344 -9.8084
O -14.1498 4.7754 -13.6233
O -25.8650 2.3704 -9.4919
O -25.4373 4.1062 -17.5300
O -24.5320 9.1255 -13.0007
O -18.9999 11.8555 -10.5291
O -19.9558 3.3612 -20.3191
O -14.7002 6.9343 -13.9674
O -27.3082 6.2790 -8.6708
O -22.3704 -1.1017 -17.6785
O -17.3839 0.8641 -17.1975
O -21.3916 -0.4577 -9.9243
O -23.6732 5.3878 -17.0800
O -24.1329 10.0371 -11.0359
O -18.8740 11.6869 -8.2658
O -19.2752 0.1096 -9.6336
O -20.0558 5.1698 -14.0320
O -18.4428 4.4209 -21.9797
O -17.9413 -5.6277 -12.2489
O -20.0103 5.8137 -20.6368
O -17.0624 5.5244 -6.3636
O -23.4172 7.9555 -11.4587
O -29.0148 7.8693 -7.6801
O -20.7973 1.4419 -8.8283
O -17.9803 -3.1777 -12.5338
O -23.5620 3.1804 -16.8391
O -17.7472 6.6485 -8.1679
O -24.3449 1.2147 -10.6049
O -15.9976 5.4552 -14.7989
O -19.0636 6.3374 -6.3769
O -19.4662 -4.2353 -10.6263
O -19.9426 10.1937 -9.3521
O -19.3345 2.8657 -13.0633
O -18.1629 4.8992 -12.2642
O -23.1392 -0.7776 -15.5822
O -17.5331 -1.3586 -17.2210
O -20.9666 4.2963 -22.5554
O -27.6794 8.5438 -9.7986
O -15.6592 -0.4819 -17.8088
O -24.4439 -0.3362 -17.3569
O -20.4527 4.4149 -11.4979
O -16.9174 -4.2460 -10.4580
O -26.0812 1.9226 -11.7093
C -24.9162 10.4846 -13.1650
C -18.0173 6.0822 -11.4839
C -14.8606 0.6585 -18.1025
C -20.1271 7.1767 -6.8612
C -28.2110 7.6157 -5.4446
C -18.9245 -7.8170 -12.1753
C -31.5174 6.6198 -11.1720
C -17.9439 6.1970 -7.0617
C -20.9883 2.1158 -14.7015
C -26.2143 5.2973 -17.7436
C -18.5266 1.2042 -9.1556
C -18.8607 -1.3636 -16.7187
C -15.7618 5.3646 -6.8622
C -22.8616 -0.7503 -18.9707
C -24.8677 0.8513 -19.3573
C -24.0083 8.9509 -11.7748
C -17.8788 3.2975 -22.7129
C -19.8631 7.0504 -21.3431
C -18.1039 12.8701 -8.1873
C -20.8428 8.1105 -20.7957
C -20.7398 9.7136 -10.4250
C -25.0481 2.2819 -13.9141
C -25.9204 6.5511 -8.4632
C -24.2021 4.1767 -17.0625
C -20.5265 2.0923 -13.2772
C -23.9429 12.3739 -11.6581
C -30.4894 7.4098 -10.3916
C -15.5821 -2.9152 -8.8361
C -20.7927 2.1984 -18.4309
C -21.7653 5.0221 -11.5231
C -28.2779 8.5570 -6.6601
C -14.0860 7.4238 -12.7995
C -17.7844 -0.8612 -13.0642
C -25.3864 5.4892 -7.4830
C -24.3446 -0.4614 -18.7820
C -17.7970 -6.9608 -11.6787
C -17.3043 2.2708 -21.7673
C -16.7776 -3.0089 -9.7436
C -24.7586 11.0878 -11.7656
C -17.9213 1.9872 -10.2858
C -18.6404 -1.9086 -12.3779
C -19.5823 1.9925 -8.3002
C -24.0047 0.9344 -11.9713
C -22.4993 5.6798 -16.3071
C -23.3209 -0.7557 -16.7549
C -21.0968 3.2239 -19.4977
C -25.3034 1.3402 -12.7391
C -17.8822 7.3768 -12.2885
C -20.5872 0.2949 -9.4533
C -14.8934 5.6136 -14.0491
C -19.2670 11.3202 -9.4928
C -22.5320 4.5305 -10.2808
C -25.4883 1.8828 -10.5188
C -16.9016 -0.2308 -17.4166
C -16.3386 4.0801 -14.9923
H -31.1236 5.8294 -11.8084
H -17.1475 12.7917 -8.7030
H -19.9762 6.9133 -22.4195
H -32.1922 7.3051 -11.6831
H -18.5760 13.6737 -8.7697
H -18.7867 -1.4227 -15.6376
H -17.6814 -2.6271 -9.2549
H -23.2200 12.4770 -12.4723
H -21.2943 2.3839 -12.5511
H -27.2489 5.1272 -17.4563
H -16.5738 2.6941 -21.0824
H -17.8742 -6.9101 -10.5918
H -14.0937 8.5166 -12.7624
H -23.4398 5.0744 -10.0289
H -20.2468 1.6126 -15.3162
H -20.4080 8.6765 -19.9801
H -25.8254 7.5430 -8.0157
H -21.8295 4.8575 -16.5568
H -21.1136 6.7665 -6.6834
H -25.9027 10.5856 -13.6194
H -15.7014 3.5606 -15.7160
H -19.5257 1.7022 -7.2522
H -17.1756 2.6714 -9.8709
H -19.9614 8.1838 -6.4875
H -16.8091 1.4604 -22.3062
H -21.9758 2.9424 -20.0875
H -32.1917 6.0876 -10.4908
H -18.0513 13.3578 -7.2187
H -22.6542 -1.7047 -19.4651
H -18.1937 0.1069 -12.7699
H -25.7341 11.2353 -11.2950
H -17.8943 8.2800 -11.6790
H -28.8896 9.4046 -6.3453
H -27.3492 8.9418 -7.0798
H -21.9769 6.5517 -16.7042
H -21.3963 8.9083 -10.1087
H -19.9976 7.2775 -7.9416
H -15.5087 -3.7942 -8.1898
H -19.4783 -0.5371 -17.0641
H -19.6223 3.0601 -8.4995
H -15.1808 6.2877 -6.8030
H -25.4507 6.5630 -9.4488
H -25.8172 4.5212 -7.7215
H -19.6853 -1.9444 -12.7021
H -18.9197 6.2856 -10.9006
H -14.9695 1.4233 -17.3324
H -17.7574 -0.9201 -14.1493
H -26.0122 5.5832 -18.7710
H -25.6922 1.9875 -14.7408
H -22.6182 5.9262 -15.2548
H -18.6077 -8.8465 -11.9664
H -21.6462 6.1043 -11.4631
H -21.3297 10.3196 -11.1162
H -22.8405 3.5063 -10.5078
H -19.3358 -2.2677 -17.0951
H -24.9753 -1.2943 -19.0984
H -18.7001 2.6007 -10.7316
H -17.2438 4.0606 -15.6010
H -27.6438 6.7211 -5.7074
H -17.7329 0.8528 -8.4915
H -18.8549 7.4549 -21.2410
H -25.8773 1.0252 -18.9945
H -16.9439 7.3023 -12.8419
H -24.0266 2.3056 -14.2869
H -13.0196 7.2369 -12.6649
H -24.3208 11.0770 -13.8686
H -23.2797 1.6984 -12.2686
H -25.3075 3.2840 -13.5684
H -19.2909 -7.6561 -13.1863
H -25.9407 6.1028 -17.0593
H -29.2272 7.2544 -5.2968
H -20.4086 1.2567 -18.8249
H -17.1278 3.8630 -23.2684
H -21.8461 7.7235 -20.6039
H -15.7469 5.1136 -7.9254
H -20.3693 1.0614 -12.9472
H -18.8089 -1.7119 -11.3165
H -17.3956 1.4063 -11.0401
H -21.8789 4.4901 -9.4094
H -24.2955 5.4187 -7.4892
H -14.6751 7.1547 -11.9212
H -19.8408 -7.8017 -11.5776
H -25.7227 0.3627 -12.9871
H -23.2990 12.3871 -10.7807
H -24.9980 0.7303 -20.4396
H -15.2266 4.5825 -6.3317
H -21.1460 8.7353 -21.6428
H -22.2885 4.7469 -12.4382
H -17.1660 5.9469 -10.8250
H -24.6577 13.1926 -11.7200
H -16.7243 -2.2821 -10.5648
H -25.5499 5.9213 -6.4949
H -22.2932 0.0160 -19.4988
H -18.6158 2.9317 -23.4286
H -21.3816 3.0674 -15.0619
H -20.0784 9.2637 -11.1697
H -31.0109 8.0961 -9.7192
H -21.3394 4.1554 -18.9732
H -24.1369 1.6521 -19.2670
H -20.1223 2.5103 -17.6266
H -13.7945 0.4560 -18.1524
H -16.4352 3.4463 -14.1169
H -27.7576 8.1057 -4.5863
H -21.6857 2.0206 -17.8222
H -15.1756 1.1162 -19.0398
H -14.6579 -2.9070 -9.4153
H -15.6358 -2.0646 -8.1598
H -16.7966 -7.2299 -12.0064
H -23.5446 -0.0447 -12.0409
H -30.0966 8.1245 -11.1240
H -16.7326 -0.9332 -12.7833
H -18.6635 7.5601 -13.0291
H -21.9616 1.6087 -14.6749
H -18.1535 1.8139 -21.2588

Cartesian forces (eV/Å) of the 6 atoms listed first:
P 0.02 -0.02 1.24
P 0.99 -1.63 1.36
P 1.07 -0.44 0.30
P 0.69 -0.23 0.85
O -0.35 0.29 0.33
O -0.45 -0.19 0.30

3.
This record from the Open Molecules 2025 dataset describes a molecular structure, C13H10F5HgN in a non-equilibrium geometry. The level of theory is ωB97M-V/def2-TZVPD.

frontier orbital gap (spin up / spin down): 4.4 / 3.6 eV
E_HOMO (spin up / spin down): 0.5674 / 1.3908 eV
net charge: -2

Element x y z (Å)
Hg 0.1089 0.2677 -1.2518
F 1.1908 4.9424 2.5744
F 1.9368 2.4690 3.5439
F -0.1696 5.1601 0.1420
F -0.8343 2.9727 -1.1711
F 1.4779 0.2336 2.0611
N 3.8332 0.2113 0.0837
C -1.8849 -3.2884 -0.1181
C 1.3260 2.5752 2.3375
C -0.0013 -0.4895 -3.0837
C -0.0747 2.7985 -0.0373
C 0.9416 3.8335 1.8487
C -1.3933 -0.5497 -2.7005
C 0.4028 1.5391 0.3394
C -1.9548 -2.1264 0.7239
C 0.1026 -3.1277 1.0284
C 1.0649 1.4363 1.5671
C -0.7175 -2.0166 1.4133
C 0.2259 3.9640 0.6476
C -0.6106 -3.9123 0.0675
H 0.2403 0.2991 -3.8113
H 0.5290 -1.4566 -3.1646
H -1.8617 -1.5060 -2.4287
H -0.2272 -4.7855 -0.4823
H 3.2205 -0.1240 -0.6875
H -0.4286 -1.2157 2.1031
H -2.6499 -3.5988 -0.8315
H 1.0978 -3.3404 1.4148
H -2.0773 0.2879 -2.9350
H -2.8134 -1.4526 0.8068

Cartesian forces (eV/Å) of the 6 atoms listed first:
Hg 1.53 0.54 3.11
F 0.10 0.00 0.07
F -0.27 0.27 -0.65
F 0.22 -0.17 0.58
F 0.41 -0.26 0.32
F -0.54 1.56 -0.58

no.,energy (eV)
1,-105940.6878
2,-184090.8505
3,-32886.1179